Entry 1:
The following is a quantum chemistry calculation of the ion C3H7N2O with charge +1, from OMol25.

LUMO = -7.033 eV
SMILES = CCCO[N+]#N
energy relative to the best compared isomer or geometry (same formula, charge and spin) = 6.2470 eV
HOMO energy = -16.21 eV
HOMO-LUMO gap = 9.18 eV
charge = +1
E = -8239.89198 eV

Positions of all 13 atoms, in Å:
C1 -1.7721 -0.3672 -0.5352
C2 -0.5879 -0.3852 0.5241
C3 0.4897 0.7819 0.2132
O1 1.7619 0.4654 0.7853
N1 2.8107 -0.1395 0.0635
N2 3.5598 -0.4689 -0.6813
H1 -1.4852 -0.7689 -1.4721
H2 -2.4725 -1.0075 -0.0730
H3 -2.2069 0.6845 -0.6380
H4 0.0674 -1.3139 0.5042
H5 -1.0749 -0.2189 1.4283
H6 0.6716 0.9933 -0.8368
H7 0.2384 1.7451 0.7178

Entry 2:
The following is a quantum chemistry calculation of the ion C6H10N with charge +1, from OMol25.

LUMO (alpha / beta) = -4.862 / -4.657 eV
energy relative to the best compared isomer or geometry (same formula, charge and spin) = 5.8731 eV
HOMO energy (alpha / beta) = -13.01 / -13.25 eV
HOMO-LUMO gap (alpha / beta) = 8.15 / 8.59 eV
charge = +1
E = -7860.47505 eV

Positions of all 17 atoms, in Å:
C1 -2.5453 0.3955 0.1276
C2 -2.0814 -0.3478 -0.7329
C3 -0.0634 -0.7088 1.2204
C4 -0.7962 -0.8538 -0.0425
C5 1.6097 -0.7935 -0.6316
C6 0.6617 1.4274 -0.0984
N1 0.5181 -0.0636 -0.0044
H1 -2.9150 0.9241 0.9659
H2 -2.1645 -0.7688 -1.7192
H3 -0.3892 -0.0722 2.0641
H4 0.4259 -1.4616 1.6475
H5 2.5286 -0.8169 -0.0611
H6 1.2485 -1.8658 -0.6493
H7 1.7729 -0.4370 -1.6129
H8 1.1362 2.0356 0.7953
H9 1.2671 1.5706 -0.9652
H10 -0.2137 1.8366 -0.3035

Entry 3:
The following is a quantum chemistry calculation of a structure of composition C40H50BIrN11S5, from OMol25.

LUMO (alpha / beta) = -4.009 / -7.498 eV
energy relative to the best compared isomer or geometry (same formula, charge and spin) = 0.0000 eV
HOMO energy (alpha / beta) = -11.30 / -12.66 eV
spin multiplicity = 6
HOMO-LUMO gap (alpha / beta) = 7.29 / 5.16 eV
charge = +2
E = -116363.94577 eV

Positions of all 108 atoms, in Å:
Ir1 -1.5033 0.1454 -0.4410
C1 4.8110 -0.4900 3.2762
C2 3.9677 -0.7733 2.0378
C3 3.5499 0.5533 1.4047
C4 4.7745 -1.6606 1.0914
N1 2.7119 -1.4946 2.4738
C5 2.3753 -1.7083 3.7579
C6 1.1423 -2.3218 3.7728
N2 0.7204 -2.4645 2.5074
B1 -0.7619 -3.0085 2.2552
N3 -1.7630 -1.9292 2.7545
C7 -2.7643 -2.2978 3.6317
C8 -3.2721 -1.1807 4.1853
N4 -2.5984 -0.1017 3.6392
C9 -1.6895 -0.5812 2.7568
S1 -0.6172 0.3590 1.7655
C10 -2.6586 1.2985 4.2147
C11 -1.2946 1.5978 4.8363
C12 -3.0359 2.3180 3.1442
C13 -3.7204 1.3315 5.3091
N5 -0.8888 -3.5739 0.8298
C14 -0.1150 -4.6720 0.5172
C15 -0.2207 -4.8869 -0.8043
N6 -1.0827 -3.9349 -1.3185
C16 -1.4810 -3.1410 -0.2995
S2 -2.6597 -1.8654 -0.3422
C17 -1.3156 -3.8911 -2.8103
C18 0.0177 -3.4944 -3.4431
C19 -1.7515 -5.2896 -3.2464
C20 -2.3851 -2.8966 -3.2447
C21 1.6850 -1.9633 1.6695
S3 1.5920 -1.8993 0.0119
H1 5.7178 0.0147 2.9479
H2 5.1145 -1.4048 3.7869
H3 4.3077 0.1760 3.9779
H4 4.4452 1.0966 1.1023
H5 3.0014 1.1665 2.1213
H6 2.9217 0.4055 0.5302
H7 5.7309 -1.1759 0.8974
H8 4.2748 -1.8173 0.1413
H9 4.9779 -2.6283 1.5517
H10 3.0056 -1.4460 4.5865
H11 0.5614 -2.6548 4.6162
H12 -0.8709 -3.9282 3.0162
H13 -3.0162 -3.3299 3.7944
H14 -4.0509 -1.0687 4.9141
H15 -0.5108 1.6655 4.0836
H16 -1.0311 0.8288 5.5649
H17 -1.3461 2.5526 5.3586
H18 -2.4262 2.2241 2.2503
H19 -2.8888 3.3173 3.5551
H20 -4.0842 2.2224 2.8667
H21 -3.4663 0.6949 6.1566
H22 -4.7082 1.0630 4.9324
H23 -3.7811 2.3551 5.6757
H24 0.4420 -5.2036 1.2680
H25 0.2278 -5.6447 -1.4178
H26 0.8076 -4.2112 -3.2169
H27 0.3273 -2.5093 -3.0868
H28 -0.0959 -3.4541 -4.5265
H29 -0.9869 -6.0462 -3.0774
H30 -1.9590 -5.2750 -4.3155
H31 -2.6619 -5.5895 -2.7272
H32 -2.1027 -1.8668 -3.0374
H33 -3.3517 -3.0980 -2.7877
H34 -2.4918 -3.0080 -4.3244
N7 -4.8018 0.8098 0.9665
C22 -4.6390 1.1794 -0.3256
N8 -3.5017 1.0692 -0.9653
C23 -3.6290 1.4604 -2.2874
C24 -4.8465 1.9295 -2.6305
S4 -5.9091 1.8548 -1.2754
C25 -2.4572 1.2467 -3.1276
C26 -2.3474 1.3539 -4.4681
S5 -0.7513 0.9533 -4.9675
C27 -0.3266 0.6177 -3.3359
N9 -1.3040 0.8048 -2.4822
N10 0.9320 0.1927 -3.0118
H35 -4.0775 0.2174 1.3447
H36 -5.7333 0.6530 1.3126
H37 -5.1879 2.2971 -3.5828
H38 -3.1064 1.6223 -5.1826
H39 1.5599 0.1748 -3.8098
H40 2.2837 0.2140 -1.6004
N11 1.5109 0.8175 -1.8593
C28 1.9479 2.1695 -2.1105
C29 1.2775 3.2216 -1.4222
C30 1.4132 4.5628 -1.8440
C31 0.7282 5.5746 -1.1999
C32 -0.0950 5.2917 -0.1131
C33 -0.2153 3.9790 0.3369
C34 0.4589 2.9612 -0.3033
C35 3.1252 2.4001 -2.9712
C36 3.1391 2.1078 -4.3392
C37 4.2893 2.2905 -5.0933
C38 5.4423 2.7779 -4.4968
C39 5.4356 3.1011 -3.1472
C40 4.2877 2.9185 -2.3930
H41 2.0413 4.7917 -2.6950
H42 0.8318 6.5935 -1.5479
H43 -0.6260 6.0908 0.3863
H44 -0.8223 3.7535 1.2048
H45 0.4208 1.9507 0.0759
H46 2.2289 1.8108 -4.8479
H47 4.2779 2.0732 -6.1530
H48 6.3373 2.9241 -5.0860
H49 6.3261 3.5022 -2.6820
H50 4.2806 3.1789 -1.3412

Entry 4:
The following is a quantum chemistry calculation of a cluster of 2 separate species, C6H11N4O in total, from OMol25.

LUMO = -4.593 eV
energy relative to the best compared isomer or geometry (same formula, charge and spin) = 2.7625 eV
HOMO energy = -13.18 eV
HOMO-LUMO gap = 8.59 eV
charge = +1
E = -14398.25316 eV

Positions of all 22 atoms, in Å:
C1 0.2172 -0.0892 0.5325
C2 -0.4064 1.1554 0.3376
C3 2.2962 -0.6373 0.0893
C4 -1.9207 1.1437 0.2208
C5 -2.3622 -0.1821 -0.3940
C6 -1.8215 -1.3155 0.4594
N1 1.3984 2.5818 0.2642
N2 0.1579 2.3183 0.1676
N3 2.9913 0.3664 0.0500
N4 2.2118 -1.9326 0.0287
O1 -0.3857 -1.2136 0.5883
H1 -2.3757 1.2682 1.2068
H2 -2.2198 1.9886 -0.3958
H3 -3.4478 -0.2483 -0.4383
H4 -1.9716 -0.2692 -1.4127
H5 -2.2479 -1.2936 1.4668
H6 -1.9990 -2.2986 0.0180
H7 1.6492 3.5420 0.0538
H8 2.1307 1.8570 0.3940
H9 3.9804 0.4196 -0.1396
H10 1.3393 -2.4085 0.2084
H11 3.0407 -2.4886 -0.1427

Entry 5:
The following is a quantum chemistry calculation of an isolated molecule of C2H3NO2, from OMol25.

LUMO (alpha / beta) = -0.832 / -0.882 eV
energy relative to the best compared isomer or geometry (same formula, charge and spin) = 7.7352 eV
HOMO energy (alpha / beta) = -9.07 / -9.22 eV
HOMO-LUMO gap (alpha / beta) = 8.24 / 8.34 eV
E = -7700.10772 eV

Positions of all 8 atoms, in Å:
C1 -0.7384 -0.7093 0.7965
C2 -0.5454 0.3854 -0.0485
N1 1.8822 0.2672 0.0007
O1 0.7427 0.9727 0.2006
O2 1.7506 -0.8309 -0.4284
H1 -1.3978 -1.4337 0.5805
H2 -0.5863 0.0004 -1.1307
H3 -1.1075 1.3483 0.0294

Entry 6:
The following is a quantum chemistry calculation of a cluster of 3 separate species, C20H19Cl2O8P in total, from OMol25.

LUMO = -1.754 eV
SMILES = Cc1cccc(C[PH2](Cl)Cl)c1.O=C1C=C(O)C(=O)C=C1O.O=C1C=C(O)C(=O)C=C1O
HOMO energy = -9.06 eV
HOMO-LUMO gap = 7.30 eV
E = -71759.71096 eV

Positions of all 50 atoms, in Å:
C1 -2.5681 -2.1717 0.0975
C2 -1.2280 -1.8627 0.8387
C3 -0.2401 -2.8610 1.2298
C4 0.9660 -2.4590 1.9589
C5 1.2654 -1.0565 2.2941
C6 0.2809 -0.0625 1.8833
C7 0.4407 1.4832 2.1150
P1 0.7412 2.2250 0.3636
Cl1 1.5011 4.0192 1.1544
Cl2 1.1452 2.8672 -1.6723
C8 -0.9422 -0.4678 1.1692
H1 -3.3704 -1.6299 0.6759
H2 -2.5465 -1.8270 -0.9730
H3 -2.8324 -3.2658 0.1327
H4 -0.4022 -3.9321 0.9817
H5 1.7028 -3.2263 2.2850
H6 2.2046 -0.7610 2.8247
H7 -0.5501 1.8186 2.5398
H8 1.2646 1.7282 2.8295
H9 -0.6484 2.0741 0.0718
H10 1.5352 1.0638 0.0741
H11 -1.6856 0.2998 0.8460
O1 4.1568 -5.0633 -4.4472
C9 3.9742 -4.8062 -3.2713
C10 3.3738 -3.5522 -2.8213
C11 3.2084 -3.3081 -1.5166
O2 2.6548 -2.1618 -1.0809
C12 3.6312 -4.2989 -0.4782
O3 3.4803 -4.0293 0.6991
C13 4.2095 -5.5632 -0.9296
C14 4.3709 -5.8072 -2.2338
O4 4.8988 -6.9640 -2.6744
H12 3.0749 -2.8443 -3.5820
H13 2.6447 -2.2247 -0.1046
H14 4.4947 -6.2780 -0.1699
H15 4.9091 -6.8919 -3.6486
O5 -0.9717 4.3930 0.3510
C15 -2.1429 4.7282 0.3027
C16 -3.0345 4.6500 1.4570
C17 -4.3164 5.0148 1.3485
O6 -5.1565 4.9546 2.3964
C18 -4.8813 5.5082 0.0546
O7 -6.0585 5.8121 -0.0033
C19 -3.9826 5.6083 -1.0933
C20 -2.6994 5.2465 -0.9836
O8 -1.8520 5.3307 -2.0251
H16 -2.6141 4.2898 2.3862
H17 -6.0180 5.2691 2.0590
H18 -4.3986 5.9826 -2.0184
H19 -0.9891 5.0091 -1.6932